Entry from the OMol25 dataset: C25H42Cl2O2P2Tb as an isolated structure at a distorted geometry (the ωB97M-V functional and the def2-TZVPD basis).

Its charge is +1. Its spin multiplicity is 7. As for the HOMO energy (spin up / spin down): -10.975 / -10.971 eV. For the HOMO-LUMO gap (spin up / spin down), the calculation gives 0.28869 / 0.29740 hartree.

Element x y z (Å)
Tb -0.498 -0.974 1.908
C -1.643 0.817 3.266
C -2.543 0.512 2.191
C -2.395 -1.358 3.550
C -1.572 -0.332 4.116
C -2.983 -0.844 2.351
C -1.013 2.136 3.540
H -1.007 2.768 2.646
H 0.021 2.023 3.891
H -1.566 2.678 4.322
C -0.899 -0.446 5.436
H -0.523 0.526 5.762
H -0.056 -1.153 5.407
H -1.594 -0.819 6.202
C -2.694 -2.649 4.223
H -3.313 -2.490 5.119
H -1.773 -3.157 4.543
H -3.241 -3.320 3.556
C -3.987 -1.545 1.510
H -4.973 -1.557 1.994
H -3.703 -2.590 1.333
H -4.103 -1.050 0.541
C -3.075 1.483 1.202
H -4.012 1.950 1.546
H -3.295 0.997 0.245
H -2.364 2.294 1.021
C 3.151 1.903 -3.157
C 2.439 3.033 -3.034
C 1.534 3.625 -4.071
C 0.884 2.627 -5.065
C 0.306 1.378 -4.468
C 0.941 0.200 -4.352
C 2.381 -0.050 -4.666
C 3.353 1.132 -4.425
H 2.074 4.383 -4.666
H 1.602 2.403 -5.865
H 0.731 4.176 -3.554
H 3.344 1.793 -5.301
H 3.772 1.563 -2.324
H 2.592 3.671 -2.151
H 4.366 0.700 -4.379
H 2.723 -0.910 -4.068
H 0.369 -0.706 -4.112
H 2.496 -0.360 -5.720
H 0.055 3.171 -5.546
H -0.761 1.449 -4.223
P 1.120 0.771 0.347
C 2.942 0.887 0.399
C 0.556 2.370 -0.331
P -0.706 -1.344 -0.929
C 0.898 -0.386 -1.104
C -1.821 -0.523 -2.123
C -0.244 -2.927 -1.733
H 3.330 -0.041 0.849
H 3.230 1.734 1.039
H 3.367 1.011 -0.607
H 1.021 2.584 -1.302
H 0.830 3.165 0.375
H -0.536 2.380 -0.448
H 0.285 -2.767 -2.686
H -1.156 -3.522 -1.900
H 0.412 -3.486 -1.046
H 1.736 -1.100 -1.127
H 0.907 0.182 -2.045
H -2.703 -1.163 -2.263
H -1.345 -0.339 -3.096
H -2.167 0.436 -1.714
Cl 0.994 -3.777 5.579
C 1.649 -4.299 3.995
Cl 0.788 -5.699 3.325
C 1.529 -3.173 2.958
O 2.486 -2.892 2.239
O 0.345 -2.615 2.947
H 2.706 -4.549 4.127